(1)
Computed, not measured: C30H31N11O2STi as an isolated structure in a non-equilibrium geometry, with the ωB97M-V functional and the def2-TZVPD basis.

The geometry in ORCA input format:
```
! wB97M-V def2-TZVPD RIJCOSX def2/J DEFGRID3
* xyz 2 3
Ti 0.5112 0.1274 -0.1066
C -1.6054 3.4038 1.6899
C -1.0366 2.3739 0.7609
N -0.7460 1.1404 1.1448
N -1.0708 0.7322 2.4027
C -0.9526 -0.5613 2.7666
N -1.3563 -0.9194 3.9940
S -0.2878 -1.6838 1.7047
C -0.7677 2.6107 -0.6249
C -1.4119 3.5988 -1.3925
C -1.2595 3.5999 -2.7568
C -0.4227 2.6423 -3.3492
C 0.2214 1.7329 -2.5446
N 0.0585 1.6927 -1.2150
H -1.0025 3.4531 2.6004
H -1.5844 4.3918 1.2411
H -2.6393 3.1833 1.9656
H -1.5033 1.3908 3.0482
H -1.7915 -0.2781 4.6385
H -1.3514 -1.8959 4.2413
H -2.0763 4.2980 -0.9122
H -1.8007 4.3008 -3.3694
H -0.2966 2.6051 -4.4177
H 0.8892 0.9848 -2.9613
N -0.9280 -0.8241 -1.1309
C -1.2573 -1.6957 -1.8202
C -1.6988 -2.6856 -2.6935
C -1.5855 -2.4585 -4.0745
C -2.0571 -3.4106 -4.9525
C -2.6328 -4.5796 -4.4714
C -2.7252 -4.8141 -3.1061
C -2.2598 -3.8756 -2.2082
H -1.1366 -1.5414 -4.4269
H -1.9827 -3.2429 -6.0151
H -3.0095 -5.3129 -5.1659
H -3.1660 -5.7298 -2.7446
H -2.3240 -4.0404 -1.1433
N 2.4003 1.1001 4.5769
N 2.4081 0.6516 3.3086
N 2.9922 -0.4639 2.9581
C 2.6632 -0.5898 1.6907
N 1.8934 0.4405 1.2893
N 1.7407 1.2296 2.3363
H 3.0282 0.5555 5.1594
H 2.5356 2.1030 4.6486
H 2.9765 -1.4086 1.0669
C 2.1861 4.5343 -1.8862
O 2.5778 3.1868 -2.0747
C 3.2629 2.5545 -1.0792
C 3.5364 3.0880 0.1731
C 4.3417 2.3902 1.0637
C 4.8399 1.1425 0.7337
C 4.5292 0.5715 -0.4881
C 3.7614 1.2730 -1.4117
N 3.6231 0.8443 -2.7326
C 3.7326 -0.4029 -3.2152
C 3.3355 -1.5935 -2.5845
C 3.8643 -2.8200 -3.0630
C 3.4918 -4.0237 -2.5320
C 2.5354 -4.0698 -1.5094
C 1.9691 -2.9066 -1.0388
C 2.3420 -1.6453 -1.5458
O 1.7223 -0.5771 -1.1147
H 3.0476 5.1714 -1.6737
H 1.4516 4.6257 -1.0790
H 1.7415 4.8374 -2.8325
H 3.1679 4.0621 0.4533
H 4.6128 2.8436 2.0054
H 5.5019 0.6198 1.4049
H 4.9542 -0.3782 -0.7713
H 3.6529 1.6109 -3.3967
H 4.1466 -0.4803 -4.2130
H 4.6014 -2.7770 -3.8504
H 3.9312 -4.9386 -2.8953
H 2.2310 -5.0220 -1.1004
H 1.2079 -2.9377 -0.2595
*
```

Its electronic energy is -3161.7564 hartree. The value obtained for the HOMO energy (spin up / spin down) is -10.4 / -12.7 eV. Its LUMO energy (spin up / spin down) is -0.235 / -0.239 hartree. For the relative energy (zero: lowest compared OMol25 entry of this formula, charge and spin), the calculation gives 195.6 kJ/mol.

(2)
Computed, not measured: a 5-piece molecular cluster, C30H31O18S3 overall in a non-equilibrium geometry, with the ωB97M-V functional and the def2-TZVPD basis.

The geometry in ORCA input format:
```
! wB97M-V def2-TZVPD RIJCOSX def2/J DEFGRID3
* xyz 1 1
C 2.0130 -5.0354 -3.9863
C 2.1530 -3.5291 -4.3326
S 0.7096 -2.5254 -3.8792
C -0.2092 -2.3781 -5.4177
S -1.9251 -2.9889 -5.3412
C -1.7943 -4.6999 -4.8608
C -3.1463 -5.3628 -4.5453
C -2.7082 -2.0049 -4.0261
S -2.9674 -2.7715 -2.4196
O -3.2427 -1.6786 -1.5523
O -1.8611 -3.6062 -2.0902
H 2.8622 -5.3240 -3.3685
H 2.1126 -5.6263 -4.8964
H 1.0837 -5.2515 -3.4682
H 2.3233 -3.4394 -5.4034
H 2.9912 -3.1112 -3.7824
H -0.2782 -1.3482 -5.7655
H 0.2778 -2.9818 -6.1841
H -1.0740 -4.8277 -4.0556
H -1.3556 -5.1924 -5.7326
H -3.9958 -4.6846 -4.6323
H -3.1241 -5.6918 -3.5055
H -3.2985 -6.2522 -5.1483
H -2.0810 -1.1276 -3.8515
H -3.6640 -1.6462 -4.4096
H -4.1050 -3.4946 -2.5556
C -1.8471 3.0540 -0.5451
C -1.9564 3.9603 0.4404
C -2.6199 3.6248 1.7529
O -2.6691 4.4873 2.6092
C -3.1728 2.2964 1.9242
C -3.0631 1.3932 0.9412
C -2.3728 1.7206 -0.3559
O -2.2978 0.8226 -1.1787
O -3.5393 0.1598 1.0267
O -1.4945 5.1941 0.3114
H -1.3711 3.2828 -1.4880
H -3.6632 2.0787 2.8627
H -3.3255 -0.2745 0.1772
H -1.6909 5.6431 1.1572
C 0.4842 3.6425 4.1616
C 0.8137 2.4612 3.6286
C 2.1392 1.7969 3.8877
O 2.3306 0.7112 3.3642
C 3.0876 2.4831 4.7283
C 2.7686 3.6699 5.2648
C 1.4359 4.3223 5.0237
O 1.2193 5.3890 5.5636
O 3.6020 4.3450 6.0417
O -0.0064 1.7799 2.8306
H -0.4700 4.1211 3.9818
H 4.0445 2.0122 4.9036
H 3.1324 5.1601 6.3029
H 0.4673 0.9584 2.5938
C -0.7877 -4.4250 3.5574
C -0.8891 -5.2979 2.5447
C -1.7246 -5.0110 1.3223
O -1.7454 -5.8530 0.4394
C -2.4528 -3.7649 1.2656
C -2.3582 -2.8890 2.2781
C -1.5015 -3.1640 3.4900
O -1.4595 -2.3055 4.3488
O -2.9985 -1.7332 2.2843
O -0.2699 -6.4698 2.5333
H -0.1894 -4.6213 4.4357
H -3.0619 -3.5739 0.3951
H -2.7605 -1.2967 3.1266
H -0.5135 -6.8977 1.6907
C 4.9208 5.2502 1.4430
C 5.4129 5.7373 0.2948
C 4.5873 5.7840 -0.9636
O 5.1010 6.2561 -1.9589
C 3.2356 5.2606 -0.9191
C 2.7421 4.7701 0.2267
C 3.5630 4.7493 1.4929
O 3.0587 4.3093 2.5115
O 1.5072 4.2762 0.2961
O 6.6421 6.2097 0.1751
H 5.5028 5.2140 2.3531
H 2.6584 5.2838 -1.8326
H 1.3839 3.9881 1.2211
H 6.7357 6.4987 -0.7533
*
```

Its electronic energy is -3710.3050 hartree. The value obtained for the HOMO energy is -10.7 eV. Its LUMO energy is -0.117 hartree.

(3)
Computed, not measured: C30H32BMoNO2PS2SbSe4 as an isolated structure, with the ωB97M-V functional and the def2-TZVPD basis.

The geometry in ORCA input format:
```
! wB97M-V def2-TZVPD RIJCOSX def2/J DEFGRID3
* xyz 2 1
Mo -0.0996 0.1890 0.9127
N -0.3011 -2.0333 1.3991
C 0.7767 -2.9966 1.1674
C 0.5062 -4.3545 1.1701
C 1.5457 -5.2460 0.9466
C 2.8398 -4.7873 0.7271
C 3.1010 -3.4280 0.7205
C 2.0609 -2.5273 0.9444
P 2.2659 -0.7492 0.9381
C 3.6014 -0.3462 -0.1923
C 4.8837 -0.0458 0.2660
C 5.9047 0.1727 -0.6474
C 5.6521 0.0909 -2.0093
C 4.3765 -0.2135 -2.4691
C 3.3537 -0.4316 -1.5632
C 2.7424 -0.2217 2.5998
C 3.1283 1.1024 2.8190
C 3.3572 1.5513 4.1092
C 3.2004 0.6838 5.1830
C 2.8337 -0.6379 4.9668
C 2.6023 -1.0922 3.6777
H -0.5742 -2.0902 2.3802
H -1.1210 -2.3319 0.8611
H -0.5010 -4.7153 1.3378
H 1.3432 -6.3084 0.9364
H 3.6408 -5.4920 0.5524
H 4.1040 -3.0640 0.5352
H 5.0939 0.0079 1.3261
H 6.9017 0.3961 -0.2925
H 6.4531 0.2565 -2.7172
H 4.1831 -0.2843 -3.5308
H 2.3640 -0.6848 -1.9301
H 3.2745 1.7823 1.9869
H 3.6675 2.5738 4.2767
H 3.3824 1.0346 6.1899
H 2.7350 -1.3167 5.8028
H 2.3226 -2.1267 3.5180
S -0.6870 0.5238 3.0274
C -1.1246 2.2247 3.2858
C -1.3186 2.7134 4.5695
C -1.6254 4.0562 4.7453
C -1.7480 4.9121 3.6557
C -1.5650 4.4269 2.3711
C -1.2510 3.0832 2.2028
S -1.1522 2.3878 0.5898
H -1.2298 2.0541 5.4230
H -1.7728 4.4380 5.7464
H -1.9979 5.9525 3.8086
H -1.6743 5.0747 1.5106
C -3.9516 -1.7201 -2.2187
C -3.8151 -1.7188 -0.7072
C -4.2951 -3.0337 -0.1276
O -2.3697 -1.6150 -0.4206
B -2.1078 -0.3417 0.0010
O -3.2213 0.4197 0.1628
C -4.4007 -0.4391 -0.0068
C -5.4121 0.3249 -0.8367
C -4.9373 -0.6881 1.3925
H -3.4225 -2.5811 -2.6253
H -3.5276 -0.8180 -2.6600
H -4.9968 -1.7916 -2.5169
H -3.8245 -3.8599 -0.6601
H -5.3741 -3.1337 -0.2504
H -4.0674 -3.1235 0.9332
H -5.0030 0.6384 -1.7939
H -5.7287 1.2124 -0.2900
H -6.2964 -0.2868 -1.0208
H -4.1968 -1.1749 2.0294
H -5.8344 -1.3055 1.3710
H -5.1953 0.2687 1.8455
Se 0.9511 6.3693 -1.3973
Sb 2.5410 4.7314 -1.5369
Se 1.2649 2.5055 -2.1730
Se 4.6964 4.1361 -1.0470
Se 1.0220 2.2943 0.1483
*
```

Its electronic energy is -12444.0015 hartree. The value obtained for the HOMO energy is -13.8 eV. Its LUMO energy is -0.256 hartree. For the relative energy (zero: lowest compared OMol25 entry of this formula, charge and spin), the calculation gives 135.6 kJ/mol.

(4)
Computed, not measured: a 2-piece molecular cluster, C30H32Br2N3 overall in a non-equilibrium geometry, with the ωB97M-V functional and the def2-TZVPD basis.

The geometry in ORCA input format:
```
! wB97M-V def2-TZVPD RIJCOSX def2/J DEFGRID3
* xyz 1 1
C 2.4136 2.6767 -1.5514
C 1.7675 2.1891 -2.8381
C 1.7100 3.2914 -3.8853
N 0.4000 1.7015 -2.5562
N -0.6436 2.5152 -2.5876
N -1.6543 1.7636 -2.2602
C -3.0393 2.2691 -2.1956
C -3.4654 2.7529 -3.5707
C -3.1366 3.3663 -1.1496
C -1.3248 0.4100 -1.9816
C -2.2451 -0.6610 -1.5813
C -2.5661 -0.8730 -0.2268
C -3.4715 -1.8391 0.1387
C -4.0870 -2.6194 -0.8251
C -3.7861 -2.4324 -2.1632
C -2.8803 -1.4717 -2.5421
C 0.0755 0.3744 -2.1706
C 0.9040 -0.6938 -2.0035
H 3.4186 3.0653 -1.7256
H 1.8199 3.4794 -1.1128
H 2.4804 1.8787 -0.8113
H 2.3317 1.3339 -3.2418
H 2.7032 3.6646 -4.1425
H 1.2264 2.9449 -4.7998
H 1.1273 4.1338 -3.5103
H -3.6707 1.4176 -1.8936
H -4.4901 3.1270 -3.5689
H -2.8176 3.5628 -3.9063
H -3.3945 1.9536 -4.3086
H -4.1509 3.7596 -1.0696
H -2.8333 3.0038 -0.1672
H -2.4798 4.1972 -1.4065
H -2.1046 -0.2469 0.5162
H -3.7185 -1.9805 1.1780
H -4.8067 -3.3679 -0.5345
H -4.2765 -3.0344 -2.9105
H -2.6560 -1.3128 -3.5825
H 0.5109 -1.6396 -1.6909
H 1.9594 -0.6172 -2.1632
Br 5.4630 -6.5943 0.3524
C 4.1034 -5.3453 0.7434
C 2.8818 -5.4132 0.1017
C 1.8934 -4.4913 0.3820
C 2.1111 -3.4697 1.3274
C 1.0890 -2.5128 1.6303
C 1.2233 -1.5319 2.5938
C 0.2757 -0.5973 2.9524
C 0.4751 0.4152 3.9445
C -0.5505 1.3239 4.2703
C -0.3461 2.3136 5.2119
C 0.8739 2.4257 5.8513
Br 1.1598 3.7907 7.1224
C 1.8939 1.5427 5.5586
C 1.7016 0.5512 4.6220
C 3.3661 -3.4326 1.9661
C 4.3435 -4.3574 1.6751
H 2.7172 -6.1997 -0.6164
H 0.9408 -4.5515 -0.1165
H 0.1663 -2.5600 1.0805
H 2.1511 -1.5073 3.1251
H -0.6746 -0.6321 2.4552
H -1.5042 1.2412 3.7755
H -1.1296 3.0144 5.4600
H 2.8389 1.6452 6.0690
H 2.5081 -0.1237 4.4055
H 3.5767 -2.6688 2.6909
H 5.3022 -4.3174 2.1675
*
```

Its electronic energy is -6474.3295 hartree. The value obtained for the HOMO energy is -8.3 eV. Its LUMO energy is -0.201 hartree. For the relative energy (zero: lowest compared OMol25 entry of this formula, charge and spin), the calculation gives 145.7 kJ/mol.

(5)
Computed, not measured: C30H32Br4N5O7PRu as an isolated structure in a non-equilibrium geometry, with the ωB97M-V functional and the def2-TZVPD basis.

The geometry in ORCA input format:
```
! wB97M-V def2-TZVPD RIJCOSX def2/J DEFGRID3
* xyz 1 6
Ru 11.7941 14.0858 12.8279
C 5.9213 9.0475 14.8150
O 7.2638 9.5617 14.5516
C 8.2924 8.9012 15.2208
C 8.0291 7.8751 16.1336
C 9.0739 7.3484 16.8480
C 10.3494 7.8840 16.6880
C 10.6407 8.8399 15.7261
C 9.6038 9.4068 14.9815
N 9.8278 10.4063 13.9931
C 10.6027 11.5130 14.0815
N 10.9133 11.9725 15.2927
C 11.4900 13.2232 15.6154
C 11.6712 14.3188 14.7106
C 12.1913 15.5339 15.2052
C 12.6764 15.5807 16.5256
C 12.6098 14.4644 17.3516
C 11.7964 13.3946 16.9709
O 11.2117 12.5272 17.8454
C 10.4674 13.1363 18.9455
N 10.9358 12.1404 12.9544
C 10.6432 11.4047 11.7389
C 9.4260 11.7547 11.0748
C 8.9590 11.0440 9.9685
C 9.7673 10.0562 9.4280
C 11.0099 9.7680 10.0236
C 11.3765 10.2837 11.2781
O 12.4272 9.8281 12.0026
C 13.4202 8.9995 11.2695
H 5.2189 9.7004 14.2442
H 5.6948 9.0355 15.8784
H 5.8189 8.0203 14.3774
H 7.0361 7.4990 16.2775
H 8.9914 6.4208 17.4543
H 11.2110 7.4685 17.2444
H 11.6893 9.1177 15.5497
H 9.2503 10.3590 13.1278
H 10.7017 11.3875 16.1145
H 12.1592 16.4590 14.6023
H 13.1316 16.5008 16.9265
H 13.1425 14.4701 18.3013
H 10.0507 14.1230 18.6388
H 11.1795 13.2398 19.7686
H 9.6466 12.4849 19.1936
H 8.9175 12.6828 11.4345
H 8.0808 11.3381 9.4311
H 9.5719 9.5930 8.4466
H 11.6318 9.0820 9.5081
H 13.0242 8.1054 10.7588
H 14.1396 8.7360 12.0243
H 13.8967 9.6093 10.4837
Br 7.8835 18.2686 9.0109
C 9.0735 16.9186 9.6467
C 9.7272 16.1019 8.6750
Br 9.3433 16.4768 6.8509
C 10.6243 15.0839 8.9939
Br 11.0220 13.6703 7.8056
C 10.9947 14.9935 10.3383
O 12.0435 14.3137 10.8211
C 10.0706 15.5947 11.3650
O 9.9618 14.7994 12.4133
C 9.3381 16.7508 10.9882
Br 8.5837 17.9311 12.2576
N 16.6232 17.2018 13.8381
C 16.1467 15.7357 13.7936
P 14.6493 15.7697 12.6856
O 14.1264 17.1480 12.7175
O 13.8080 14.4705 12.9863
C 15.3242 15.4648 11.0063
N 14.7768 14.2047 10.3335
H 17.4319 17.3129 13.2172
H 16.8956 17.5245 14.7785
H 15.7833 17.7511 13.5535
H 15.7143 15.5360 14.7830
H 16.9758 15.0546 13.5273
H 16.4349 15.3093 10.9897
H 15.0312 16.2718 10.3249
H 15.0861 14.1349 9.3520
H 13.7053 14.2843 10.3582
H 14.9539 13.3073 10.8302
*
```

Its electronic energy is -12694.7359 hartree. The value obtained for the HOMO energy (spin up / spin down) is -7.1 / -8.8 eV. Its LUMO energy (spin up / spin down) is -0.121 / -0.122 hartree. For the relative energy (zero: lowest compared OMol25 entry of this formula, charge and spin), the calculation gives 152.7 kJ/mol.

(6)
Computed, not measured: a 7-piece molecular cluster, C30H32Br6N4O8 overall in a non-equilibrium geometry, with the ωB97M-V functional and the def2-TZVPD basis.

The geometry in ORCA input format:
```
! wB97M-V def2-TZVPD RIJCOSX def2/J DEFGRID3
* xyz 0 1
O -0.1186 0.3294 1.1460
N -0.0711 0.3015 2.3715
O 0.3283 -0.6236 3.0438
C -0.5974 1.5231 3.0558
C -0.9149 2.6453 2.3266
C -1.4653 3.7334 2.9319
C -1.8530 3.6797 4.2670
C -1.4400 2.5820 5.0396
C -0.7941 1.4943 4.4161
H -0.6783 2.6178 1.2685
H -1.6185 4.6593 2.3924
H -2.2405 4.5072 4.8466
H -1.5643 2.4985 6.1091
H -0.6370 0.6271 5.0435
O 1.6437 -4.4371 -1.3508
N 1.1724 -5.4910 -1.7173
O 1.7371 -6.5592 -1.6409
C -0.1748 -5.4826 -2.3021
C -0.7292 -6.6186 -2.8509
C -2.1056 -6.6394 -3.0843
C -2.8564 -5.4745 -2.9605
C -2.2663 -4.2928 -2.4629
C -0.9211 -4.3243 -2.2071
H -0.1527 -7.5264 -2.9660
H -2.7238 -7.4631 -3.4172
H -3.8904 -5.4686 -3.2796
H -2.8731 -3.4018 -2.3930
H -0.5606 -3.4290 -1.7098
O -7.2210 -3.0080 2.7247
N -6.4785 -2.9364 1.7678
O -6.4860 -3.7009 0.8217
C -5.5060 -1.8502 1.7316
C -4.3233 -2.0127 1.0316
C -3.4203 -0.9639 0.9499
C -3.7059 0.2489 1.5551
C -4.8975 0.4156 2.2653
C -5.7403 -0.6776 2.4322
H -4.1412 -2.9447 0.5113
H -2.4101 -1.1472 0.6115
H -2.9999 1.0514 1.3812
H -5.0460 1.3646 2.7614
H -6.6388 -0.5312 3.0167
O 2.3156 3.9676 1.0192
N 2.6458 3.1006 1.8126
O 1.8956 2.2656 2.2785
C 4.0528 3.0790 2.2006
C 4.7000 1.8431 2.2765
C 6.0649 1.8464 2.4639
C 6.7791 3.0234 2.7198
C 6.0830 4.2256 2.7629
C 4.7286 4.2543 2.4968
H 4.0954 0.9543 2.1706
H 6.7009 0.9707 2.5244
H 7.8492 2.9200 2.8197
H 6.6519 5.1199 2.9831
H 4.2153 5.2034 2.4098
Br 3.2166 -0.2737 -0.0544
C 1.4469 -0.9015 -0.5619
C 0.8520 -0.1065 -1.7098
Br -1.0874 -0.2403 -1.7268
H 0.8259 -0.7758 0.3210
H 1.5479 -1.9287 -0.8995
H 1.2349 -0.5625 -2.6164
H 0.9891 0.9643 -1.6075
Br 5.0146 0.8008 -6.9554
C 4.6503 -0.4858 -5.4859
C 3.2890 -1.0700 -5.7379
Br 2.7751 -2.4125 -4.3476
H 4.7203 0.1484 -4.6111
H 5.4143 -1.2548 -5.5103
H 3.2845 -1.6670 -6.6417
H 2.5002 -0.3280 -5.7146
Br -2.8213 4.6451 -0.4141
C -1.7825 4.4414 -1.9997
C -1.2730 3.0129 -2.1137
Br -0.0039 3.0708 -3.6435
H -0.9741 5.1654 -1.9817
H -2.3416 4.6646 -2.9098
H -2.0310 2.2814 -2.3518
H -0.8442 2.7638 -1.1423
*
```

Its SMILES is O=[N+]([O-])c1ccccc1.O=[N+]([O-])c1ccccc1.O=[N+]([O-])c1ccccc1.O=[N+]([O-])c1ccccc1.BrCCBr.BrCCBr.BrCCBr. Its electronic energy is -17426.9972 hartree. The value obtained for the HOMO energy is -9.9 eV. Its LUMO energy is -0.025 hartree.

The lowest electronic energy belongs to which entry? C30H32Br6N4O8

What is the electronic energy in the fifth record? -12694.7359 hartree